Record 1
19
Properties=species:S:1:pos:R:3:mulliken_charge:R:1 method="wB97M-V/def2-TZVPD" total_charge=-1 multiplicity=1 de_lowest_kcal_mol=21.5 fmax_ev_per_a=3.109 homo_lumo_gap_ev=9.2 e_lumo_ev=3.522
Br 9.51 -2.89 5.39 -0.921
O 11.24 -2.68 2.63 -0.618
H 11.87 -3.42 2.32 0.317
H 10.89 -2.97 3.49 0.306
O 11.27 -2.11 8.07 -0.620
H 12.14 -1.66 7.87 0.303
H 10.72 -2.07 7.29 0.264
O 8.83 0.03 7.07 -0.594
H 9.27 -0.36 6.32 0.298
H 8.49 0.89 6.78 0.280
O 12.77 -4.27 5.36 -0.593
H 12.91 -4.50 6.28 0.299
H 11.89 -4.49 5.23 0.302
O 7.97 -5.22 7.07 -0.610
H 8.32 -4.39 6.80 0.287
H 8.10 -5.82 6.26 0.312
O 6.44 -3.54 4.60 -0.598
H 6.34 -3.79 3.68 0.298
H 7.40 -3.37 4.71 0.288

Record 2
55
Properties=species:S:1:pos:R:3:mulliken_charge:R:1 method="wB97M-V/def2-TZVPD" total_charge=+1 multiplicity=1 fmax_ev_per_a=1.261 homo_lumo_gap_ev=6.8 e_lumo_ev=-6.023
Pt -0.14 2.73 0.09 3.070
C 2.46 0.39 1.65 -1.389
C 2.31 0.80 0.20 1.517
C 2.83 -0.25 -0.76 -1.374
C 2.90 2.17 -0.07 -1.831
O 0.83 0.94 -0.13 -1.010
Si -0.43 -0.20 -0.03 -0.447
S -1.93 1.36 -0.08 -0.533
O -0.54 -1.17 -1.29 0.410
C -0.70 -1.10 -2.74 1.680
C -0.34 0.28 -3.25 -1.262
C 0.23 -2.16 -3.30 -1.694
C -2.16 -1.43 -3.02 -1.664
O -0.32 -0.97 1.35 -0.495
C -0.88 -2.21 1.89 1.595
C -0.13 -3.38 1.27 -1.432
C -2.36 -2.25 1.56 -1.492
C -0.65 -2.12 3.39 -1.656
H 3.52 0.42 1.90 0.510
H 2.09 -0.61 1.82 0.210
H 1.92 1.08 2.31 0.206
H 3.89 -0.41 -0.56 0.561
H 2.72 0.06 -1.80 0.274
H 2.32 -1.20 -0.62 0.244
H 3.97 2.14 0.12 0.451
H 2.49 2.92 0.62 0.377
H 2.75 2.48 -1.11 0.355
H 0.69 0.54 -2.98 0.147
H -1.02 1.03 -2.84 0.181
H -0.43 0.31 -4.33 0.597
H 1.27 -1.93 -3.05 0.343
H 0.14 -2.19 -4.39 0.439
H -0.02 -3.14 -2.90 0.356
H -2.82 -0.70 -2.54 0.320
H -2.40 -2.43 -2.65 0.357
H -2.34 -1.40 -4.10 0.466
H -0.25 -3.38 0.19 0.138
H -0.52 -4.32 1.66 0.510
H 0.93 -3.32 1.51 0.325
H -2.52 -2.28 0.48 0.229
H -2.87 -1.37 1.97 0.333
H -2.82 -3.14 1.99 0.521
H 0.41 -2.05 3.61 0.340
H -1.04 -3.01 3.88 0.453
H -1.15 -1.24 3.80 0.366
Cl -1.38 4.55 0.75 -0.149
C -1.75 4.05 2.49 -0.361
C -1.01 2.77 2.93 0.422
O -1.39 2.29 3.96 -0.568
O -0.03 2.37 2.18 -0.681
H -2.83 3.92 2.52 0.336
H -1.44 4.90 3.09 0.383
F 1.12 3.83 -2.23 -0.158
B -0.07 3.44 -1.81 0.314
F -1.12 3.56 -2.60 -0.140

Record 3
18
Properties=species:S:1:pos:R:3:mulliken_charge:R:1 method="wB97M-V/def2-TZVPD" total_charge=0 multiplicity=1 de_lowest_kcal_mol=36.4 fmax_ev_per_a=1.891 smiles="C[C@@H](N)C=O.O.O" homo_lumo_gap_ev=10.0 e_lumo_ev=0.814
O -1.70 1.21 1.02 -0.513
C -1.67 0.01 1.05 -0.201
C -0.43 -0.88 1.15 0.394
C -0.45 -1.68 -0.20 -1.002
N 0.71 -0.05 1.34 -0.419
H -2.59 -0.63 1.04 0.340
H -0.65 -1.61 1.94 0.225
H 0.16 -2.60 -0.12 0.328
H 0.16 -1.14 -0.92 0.110
H -1.48 -1.89 -0.49 0.367
H 0.64 0.60 2.10 0.181
H 1.46 0.12 0.70 0.188
H 1.61 0.41 -1.67 0.279
H 2.97 1.09 -1.86 0.329
O 2.55 0.24 -1.76 -0.650
H -0.75 2.81 -1.61 0.296
H -0.41 1.85 -0.43 0.383
O -0.14 2.14 -1.30 -0.636

Record 4
10
Properties=species:S:1:pos:R:3:mulliken_charge:R:1 method="wB97M-V/def2-TZVPD" total_charge=0 multiplicity=1 de_lowest_kcal_mol=32.0 fmax_ev_per_a=8.545 smiles="N#C/C(=C/F)C(=O)S" homo_lumo_gap_ev=9.6 e_lumo_ev=-0.932
C -0.82 0.92 -0.02 0.448
C -0.03 -0.34 0.11 0.500
C -0.55 -1.37 -0.49 -0.083
C 1.33 -0.46 0.70 -0.106
H 1.26 2.11 0.37 0.150
H 0.16 -2.15 -0.77 0.364
N 2.54 -0.71 0.82 -0.402
O -2.10 0.86 -0.15 -0.518
F -1.75 -1.35 -1.08 -0.182
S -0.05 2.50 0.50 -0.171

Record 5
19
Properties=species:S:1:pos:R:3:mulliken_charge:R:1 method="wB97M-V/def2-TZVPD" total_charge=+1 multiplicity=1 de_lowest_kcal_mol=30.9 fmax_ev_per_a=2.358 homo_lumo_gap_ev=11.1 e_lumo_ev=-3.339
O -1.90 -0.53 2.28 -0.405
C -1.25 -1.29 1.63 -0.026
C 0.23 -1.15 1.16 -0.527
N 0.59 0.25 0.89 -0.087
C 1.80 0.49 0.03 -0.939
H -1.55 -2.29 1.28 0.343
H 0.84 -1.61 1.92 0.397
H 0.19 -1.76 0.26 0.399
H -0.14 0.82 0.46 0.368
H 0.82 0.71 1.75 0.359
H 1.50 0.22 -0.98 0.307
H 2.62 -0.20 0.23 0.366
H 2.05 1.51 0.15 0.409
H 0.24 1.82 -2.17 0.311
H -0.21 3.22 -1.35 0.293
O 0.02 2.30 -1.37 -0.581
H -2.02 -0.98 -2.82 0.294
H -2.27 -0.62 -1.39 0.320
O -1.56 -0.92 -1.97 -0.600

Record 6
115
Properties=species:S:1:pos:R:3:mulliken_charge:R:1 method="wB97M-V/def2-TZVPD" total_charge=-2 multiplicity=1 de_lowest_kcal_mol=24.9 fmax_ev_per_a=2.477 homo_lumo_gap_ev=4.5 e_lumo_ev=3.720
K 0.48 -0.05 1.88 2.462
C -3.22 -0.64 4.63 -0.949
C -3.56 -1.97 4.84 -0.536
C -2.61 -2.94 4.60 -0.917
C -1.33 -2.56 4.17 0.513
N -1.02 -1.29 3.97 0.414
C -1.93 -0.36 4.20 0.033
C -0.28 -3.56 3.87 0.543
C -0.39 -4.88 4.32 -1.147
C 0.54 -5.81 3.84 -0.563
C 1.51 -5.41 2.97 -1.260
C 1.62 -4.02 2.63 0.188
N 0.71 -3.13 3.10 0.422
C 2.67 -3.54 1.84 0.314
C 3.42 -4.28 0.91 -0.379
C 4.19 -3.66 -0.04 -0.861
C 4.17 -2.23 -0.12 -0.233
C 3.58 -1.50 0.84 -0.847
N 3.04 -2.14 1.97 0.296
H -3.94 0.15 4.81 0.509
H -4.55 -2.24 5.16 0.394
H -2.86 -3.98 4.75 0.295
H -1.60 0.65 4.05 0.187
H -1.15 -5.19 5.02 0.310
H 0.47 -6.85 4.16 0.375
H 2.21 -6.13 2.57 0.327
H 3.30 -5.35 0.87 0.113
H 4.72 -4.23 -0.79 0.549
H 4.59 -1.74 -0.99 0.379
H 3.54 -0.42 0.86 0.757
N -4.97 6.32 3.16 -0.590
C -3.75 5.66 2.94 1.059
C -3.68 4.27 3.02 -0.807
C -2.51 3.62 2.69 -0.395
C -1.39 4.34 2.31 -0.256
C -1.44 5.72 2.26 -0.753
C -2.62 6.38 2.57 -0.774
S 0.07 3.45 1.71 0.983
O 1.15 4.40 1.68 -0.843
O -0.34 2.92 0.43 -0.539
N 0.37 2.19 2.62 0.061
C 0.54 2.14 3.92 -0.057
N 0.07 3.10 4.76 -0.469
C 0.18 2.86 6.05 -0.251
C 0.74 1.71 6.58 -0.987
C 1.25 0.81 5.64 -0.019
N 1.16 1.02 4.35 -0.084
H -5.63 5.80 3.72 0.231
H -4.89 7.29 3.41 0.215
H -4.55 3.71 3.32 0.289
H -2.46 2.54 2.71 0.281
H -0.55 6.26 1.98 0.503
H -2.67 7.46 2.52 0.266
H -0.22 3.65 6.69 0.410
H 0.81 1.54 7.64 0.378
H 1.76 -0.10 5.93 0.432
C -3.05 1.53 -0.58 -1.821
C -2.64 0.09 -0.28 1.630
C -3.70 -0.61 0.57 -1.943
O -1.42 0.06 0.45 0.765
C -2.52 -0.65 -1.67 -0.441
O -3.56 -0.88 -2.28 -0.812
O -1.36 -0.93 -2.05 -0.228
H -3.31 2.06 0.34 0.253
H -3.90 1.54 -1.26 0.426
H -2.22 2.05 -1.05 0.341
H -3.97 -0.01 1.44 0.318
H -3.30 -1.56 0.92 0.384
H -4.58 -0.80 -0.04 0.368
H -0.91 0.83 0.15 -0.492
C 1.85 1.74 -6.51 -1.851
C 0.79 1.92 -5.42 2.012
C -0.53 2.33 -6.09 -1.956
C 1.21 3.05 -4.49 -1.852
C 0.54 0.63 -4.55 1.841
O -0.47 0.99 -3.66 -0.389
C 0.10 -0.55 -5.46 -0.939
C -0.34 -1.85 -4.76 -0.401
C 0.77 -2.79 -4.39 -0.528
C 1.57 -3.36 -5.38 -0.215
C 2.60 -4.23 -5.05 -0.952
C 2.83 -4.53 -3.72 0.504
Cl 4.11 -5.62 -3.32 -0.263
C 2.04 -3.99 -2.71 -1.020
C 1.01 -3.13 -3.06 0.196
C 1.84 0.19 -3.79 -1.744
N 1.92 0.68 -2.44 1.856
C 1.31 0.20 -1.35 -0.854
N 1.69 0.88 -0.29 -0.086
C 2.54 1.79 -0.78 -0.748
N 2.72 1.70 -2.08 -1.403
H 1.96 2.68 -7.05 0.466
H 1.57 0.98 -7.23 0.374
H 2.83 1.49 -6.10 0.321
H -0.48 3.38 -6.38 0.499
H -1.34 2.21 -5.38 0.307
H -0.73 1.74 -6.98 0.382
H 1.30 3.99 -5.04 0.533
H 2.16 2.85 -4.00 0.282
H 0.46 3.17 -3.71 0.333
H -0.77 0.23 -3.10 -0.128
H 0.92 -0.77 -6.16 0.361
H -0.76 -0.20 -6.04 0.433
H -1.00 -2.39 -5.45 0.620
H -0.92 -1.61 -3.86 -0.293
H 1.39 -3.13 -6.42 0.424
H 3.21 -4.67 -5.82 0.401
H 2.24 -4.21 -1.68 0.715
H 0.38 -2.71 -2.29 0.596
H 2.73 0.55 -4.32 -0.075
H 1.87 -0.90 -3.75 0.271
H 0.61 -0.61 -1.34 0.752
H 3.02 2.52 -0.17 0.596
N 3.58 -1.40 4.25 -0.901
C 3.30 -1.71 3.18 0.799